ORCA calculation (ωB97M-V/def2-TZVPD) on a cluster of 5 separate species, C17H46N2O7 in total.

Positions of all 72 atoms, in Å:
1 O 1.575 0.694 10.801
2 O 2.431 5.886 9.413
3 O -1.179 1.837 11.552
4 O 4.904 -1.352 12.631
5 O 1.616 -1.865 9.299
6 O 3.025 0.906 16.498
7 O 6.531 3.718 12.858
8 N 0.916 3.410 9.864
9 N 2.924 -1.539 14.786
10 C -2.057 1.341 12.541
11 C 1.189 -3.114 9.841
12 C 4.607 3.260 11.646
13 C 1.685 5.335 8.311
14 C 2.598 -1.435 16.220
15 C 1.437 3.851 8.609
16 C 4.522 -2.619 13.220
17 C 5.010 -1.435 11.173
18 C 1.896 0.556 12.154
19 C 5.174 3.738 12.983
20 C 4.047 -2.427 14.676
21 C 2.646 2.293 16.747
22 C 4.617 2.805 14.131
23 C -0.810 3.273 11.549
24 C 1.996 -0.008 16.522
25 C -0.430 3.660 10.082
26 C 2.611 7.314 9.346
27 H 1.812 -0.474 12.499
28 H 1.432 3.975 10.523
29 H 2.865 7.619 8.330
30 H 2.399 3.358 8.465
31 H 6.719 4.284 12.106
32 H 3.558 2.752 13.877
33 H 2.927 0.822 12.386
34 H -1.000 3.193 9.278
35 H 1.351 -3.996 9.222
36 H 5.776 -2.152 10.876
37 H -1.721 3.787 11.855
38 H 4.111 -1.587 10.576
39 H 1.168 0.150 15.832
40 H 2.089 2.662 15.886
41 H 0.777 3.472 7.829
42 H 3.474 -1.385 16.867
43 H 4.917 4.786 13.136
44 H 3.882 -3.394 15.152
45 H 3.489 2.899 17.081
46 H 1.185 1.561 10.669
47 H 5.065 3.881 10.877
48 H 4.856 2.266 11.276
49 H 0.202 -3.209 10.294
50 H 4.821 3.294 15.083
51 H -2.514 0.362 12.394
52 H 1.633 -1.198 9.989
53 H 3.326 -0.678 14.445
54 H 1.772 7.932 9.666
55 H 4.789 -1.912 15.286
56 H 1.522 0.041 17.503
57 H -2.932 1.984 12.638
58 H 5.402 -3.262 13.216
59 H 3.428 7.670 9.974
60 H 2.247 5.516 7.395
61 H 3.797 -3.061 12.537
62 H 5.267 -0.417 10.881
63 H 3.528 3.393 11.570
64 H 1.118 1.012 12.766
65 H 1.784 2.237 17.411
66 H 0.687 5.765 8.239
67 H 2.080 -2.306 16.621
68 H -1.486 1.173 13.455
69 H -0.667 4.723 10.132
70 H 5.062 1.810 14.103
71 H -0.099 3.477 12.350
72 H 1.786 -3.264 10.740

Forces on the atoms, in the same order (eV/Å):
0.423 -0.765 -0.260
-0.253 0.886 0.016
0.485 0.177 -0.817
-0.692 -0.724 -0.866
-0.662 -1.126 -0.804
1.373 1.787 -0.416
2.503 -0.291 0.512
2.410 0.495 0.421
-0.968 -0.610 0.676
0.298 0.582 0.537
0.954 0.157 1.710
-0.338 0.765 -0.766
-0.509 0.150 1.570
0.170 2.359 0.243
1.247 -0.650 -1.922
0.467 0.754 -0.054
0.294 1.099 1.026
-0.430 -0.778 0.713
-2.035 -1.800 -0.082
0.802 -0.002 -0.925
-1.644 -2.061 -0.482
0.906 1.633 -1.266
-2.340 -2.470 -0.654
-1.121 -2.022 0.297
-1.802 0.855 2.259
0.199 -0.205 -0.367
0.077 -0.442 -0.493
0.329 -0.188 0.627
-0.012 -0.057 -0.212
0.064 -0.237 0.011
0.423 -0.028 -0.034
-0.084 -0.180 0.629
-0.039 0.566 0.131
-0.508 -0.201 0.527
0.121 0.574 -0.571
0.087 0.024 0.021
-0.137 0.367 -0.182
-0.601 -0.638 0.660
0.073 0.532 -0.609
0.799 0.463 -0.640
0.016 -0.043 -0.249
0.791 -0.217 -0.141
-0.874 0.046 0.289
-0.274 -0.130 -0.183
-0.242 -0.307 -0.136
-0.093 0.362 -0.489
-0.214 0.404 -0.255
0.078 -0.354 0.854
-0.675 0.674 -0.703
-0.269 -0.287 0.111
0.545 -0.187 -1.210
-0.232 0.378 0.179
-0.442 0.627 0.181
-0.612 -0.473 -0.033
1.109 -0.513 -0.192
-0.080 -0.377 0.429
0.101 0.445 0.513
0.156 -0.229 0.083
0.202 -0.709 0.146
-0.140 -0.321 -0.218
-0.481 -0.208 0.416
0.575 -0.096 0.007
-0.083 -0.019 0.005
0.314 0.716 0.288
0.421 0.316 1.138
0.002 0.762 -0.058
-0.708 0.219 -0.475
-0.246 0.536 0.564
-0.136 0.580 -0.675
0.027 0.080 -0.111
0.672 0.036 -0.385
0.466 -0.461 0.149

Calculated values
SMILES string: COCCNCCOC.COCCNCCOC.CC(C)O.CO.CO
LUMO energy in hartree: 0.020
E_HOMO in eV: -8.80
Total charge: 0
Multiplicity: 1
Energy relative to the best compared isomer or geometry (same formula, charge and spin) in kcal/mol: 0.0
Calculated total energy in eV: -35681.7630



ORCA calculation (ωB97M-V/def2-TZVPD) on a structure of composition C17H47AgNO19P3.

Positions of all 88 atoms, in Å:
1 Ag -4.450 2.653 2.014
2 P -1.032 3.773 2.901
3 P -3.571 0.334 -4.101
4 P 0.866 -0.746 -3.527
5 O -2.490 3.959 2.815
6 O -0.578 3.210 4.305
7 O -2.065 -0.142 -4.347
8 O -1.219 -0.368 1.178
9 O 0.465 -2.280 -3.673
10 O -2.437 -0.674 2.942
11 O -4.195 1.105 -5.177
12 O 4.257 0.828 4.313
13 O 2.290 -0.413 -3.648
14 O 0.243 -0.253 -2.149
15 O -4.346 -1.062 -3.805
16 O -2.764 1.055 1.676
17 O 2.731 0.092 2.191
18 O -0.097 -0.153 -4.662
19 O -0.141 5.060 2.725
20 O -0.451 2.674 1.904
21 O 1.066 -4.405 0.763
22 O 3.302 -3.026 -0.311
23 O -3.491 1.082 -2.684
24 N -2.141 -0.023 1.919
25 C -3.255 0.323 -1.483
26 C -0.259 5.815 1.531
27 C -1.099 -0.364 -1.740
28 C 1.765 0.171 1.168
29 C -0.741 2.728 0.500
30 C 0.061 1.182 -5.089
31 C 4.806 1.261 5.539
32 C 3.033 -2.947 1.073
33 C -1.905 -1.126 -5.387
34 C 0.131 -3.347 0.908
35 C 0.909 -3.139 -2.621
36 C 3.258 -0.187 4.482
37 C 2.206 -4.128 1.534
38 C -1.087 1.935 4.682
39 C 4.215 -1.981 -0.647
40 C 2.168 0.020 3.472
41 C -5.699 -1.179 -4.187
42 H -6.352 -1.382 -3.333
43 H -4.021 0.415 -0.715
44 H -2.411 0.899 -1.086
45 H 0.168 -3.914 -2.428
46 H -1.468 -0.633 -6.255
47 H -6.153 -0.317 -4.676
48 H 3.768 -1.153 4.411
49 H 4.503 -2.110 -1.688
50 H 1.962 -3.997 2.595
51 H -1.266 -1.921 -5.013
52 H 0.474 1.832 -4.309
53 H 3.954 -2.888 1.665
54 H 1.452 -0.852 0.942
55 H 3.801 -0.974 -0.535
56 H 1.091 -2.636 -1.671
57 H 2.854 -0.177 5.500
58 H 0.367 -2.531 0.219
59 H -2.880 -0.692 -1.590
60 H 1.831 -3.646 -2.900
61 H 0.663 1.255 -5.994
62 H 1.560 0.906 3.691
63 H 2.503 -2.011 1.307
64 H 5.339 0.518 6.134
65 H 2.134 0.663 0.270
66 H 5.453 2.085 5.226
67 H -0.196 6.880 1.744
68 H 0.865 0.733 1.436
69 H -1.024 1.126 3.953
70 H -1.449 -1.387 -1.583
71 H 1.492 -0.849 3.541
72 H 0.175 3.084 0.038
73 H -1.171 5.675 0.947
74 H -0.937 1.597 -5.264
75 H 0.544 5.579 0.828
76 H -1.289 0.176 -0.814
77 H -1.613 3.344 0.258
78 H -5.819 -2.025 -4.868
79 H -2.152 2.022 4.923
80 H 2.858 -5.005 1.521
81 H 0.176 -2.860 1.886
82 H 4.070 1.782 6.167
83 H 5.080 -2.070 0.018
84 H -1.091 1.766 0.125
85 H -0.878 -3.702 0.726
86 H -2.830 -1.569 -5.756
87 H -1.769 0.050 -2.501
88 H -0.624 1.600 5.607

Forces on the atoms, in the same order (eV/Å):
1.194 -0.239 0.318
0.804 -1.507 0.297
-0.711 -0.706 -0.257
0.120 0.465 -0.588
-1.050 0.308 -0.652
0.572 0.425 -0.759
-5.044 -0.395 0.061
-0.440 0.120 0.088
-0.189 0.513 0.192
0.133 0.538 -0.908
0.238 0.221 0.400
-0.585 -0.539 0.757
-0.537 -0.095 0.313
1.240 -0.156 0.146
0.629 1.011 0.104
-0.583 0.533 -0.585
0.304 0.659 -0.168
5.350 0.118 0.673
-0.497 -0.234 0.425
-0.552 0.439 0.263
-0.365 0.398 0.502
0.241 0.501 0.254
-0.787 -0.868 -1.034
-0.119 -0.976 1.747
-0.929 2.138 1.892
0.208 0.760 -1.287
1.273 -0.046 -1.134
-0.728 -0.086 -0.072
-0.378 0.044 -0.330
-0.113 1.027 0.220
-0.034 1.507 -0.603
-0.772 0.455 0.238
-0.648 -0.646 -1.196
0.235 0.480 -0.289
0.401 -0.896 0.551
0.950 0.391 0.237
1.127 -0.721 0.037
-1.273 -0.793 0.865
0.018 -0.343 -0.110
-0.302 -0.719 -0.093
-1.545 -0.581 -0.198
0.419 -0.066 0.248
-0.870 -0.079 -0.633
-1.963 0.014 0.429
-0.234 0.148 -0.245
0.057 -0.193 0.088
0.641 0.260 -0.076
-0.218 -0.165 -0.439
0.040 -0.057 0.031
-0.236 0.240 0.042
-0.227 0.086 -0.197
0.294 -0.265 -0.085
0.137 -0.250 -0.027
-0.389 0.455 -0.407
-0.220 -0.144 0.102
0.023 0.258 -0.248
-0.227 0.289 -0.038
-0.181 -0.070 -0.194
-1.860 0.202 0.000
0.058 0.180 -0.135
0.053 -0.119 0.120
0.189 0.165 0.018
0.362 -0.489 -0.135
0.034 -0.232 -0.216
0.555 -0.211 0.060
0.475 -0.348 0.305
0.049 -0.095 0.367
0.213 -0.093 0.417
0.450 0.410 -0.302
0.786 -0.430 -0.011
-0.113 0.020 -0.013
-0.180 -0.067 -0.455
-0.286 -0.287 0.527
0.079 -0.278 -0.261
0.212 -0.159 0.331
1.947 -0.935 -0.300
0.280 0.530 0.279
0.241 0.017 0.011
0.029 0.144 -0.118
-0.248 -0.191 -0.334
-0.109 -0.337 0.275
-0.283 -0.459 0.088
0.192 0.138 -0.203
0.832 -0.081 0.496
-0.026 -0.158 -0.060
-0.428 0.210 0.497
2.367 -0.326 0.210
0.423 0.311 -0.126

Calculated values
LUMO energy in hartree: -0.082
E_HOMO in eV: -9.24
Total charge: 0
Multiplicity: 1
Energy relative to the best compared isomer or geometry (same formula, charge and spin) in kcal/mol: 53.4
Calculated total energy in eV: -90644.7939



ORCA calculation (ωB97M-V/def2-TZVPD) on a cluster of 8 separate species, C17H47NO9S in total.

Positions of all 75 atoms, in Å:
1 S 0.693 5.445 -4.964
2 O 0.597 3.982 -4.760
3 O -0.143 -4.294 -2.864
4 O 0.877 1.919 0.963
5 O -0.436 6.181 -3.971
6 O -6.275 -3.709 -0.858
7 O 2.341 2.341 5.525
8 O -7.065 -1.762 3.866
9 O 8.333 1.871 -1.311
10 O 0.502 6.061 -6.275
11 N 1.816 -4.937 3.805
12 C -0.341 -4.095 -4.202
13 C -2.266 4.492 -3.656
14 C -1.218 5.350 -3.037
15 C -0.784 0.308 0.463
16 C 2.218 5.977 -4.215
17 C -4.822 -1.115 4.478
18 C 4.192 -4.837 2.619
19 C -7.006 -3.752 -3.154
20 C 0.350 -2.796 -4.594
21 C 2.064 1.174 6.258
22 C 3.346 0.256 6.359
23 C -6.295 -2.977 -2.050
24 C 7.373 1.835 -0.281
25 C -6.253 -1.721 4.970
26 C 0.661 0.539 0.804
27 C 6.971 0.379 0.052
28 C 2.841 -4.892 3.288
29 H -1.407 0.871 1.158
30 H 4.372 -5.706 1.986
31 H 1.376 0.133 0.089
32 H -1.665 5.966 -2.257
33 H 3.108 5.807 -4.822
34 H -0.049 -2.416 -5.535
35 H 1.946 3.042 6.048
36 H -0.971 -0.758 0.598
37 H -3.099 5.053 -4.080
38 H 6.297 0.026 -0.729
39 H 0.804 0.013 1.748
40 H 0.017 -4.928 -4.807
41 H 2.187 7.065 -4.160
42 H 3.742 0.038 5.368
43 H 3.035 -0.670 6.844
44 H -5.255 -2.763 -2.294
45 H 6.454 0.359 1.011
46 H -0.468 4.691 -2.599
47 H 7.865 -0.244 0.055
48 H -6.726 -3.149 -4.018
49 H -6.741 -1.190 5.788
50 H -4.917 -0.109 4.071
51 H -6.582 -1.895 3.047
52 H -6.543 -4.702 -3.421
53 H -1.085 0.656 -0.525
54 H 4.214 -3.860 2.135
55 H 1.607 1.385 7.225
56 H -6.033 -2.736 5.301
57 H -4.205 -1.766 3.858
58 H 4.092 0.727 6.999
59 H 8.406 2.734 -1.725
60 H 1.304 0.559 5.774
61 H 2.292 5.628 -3.185
62 H -2.696 3.667 -3.088
63 H -0.952 -4.638 -2.479
64 H -6.761 -2.030 -1.776
65 H 1.439 -2.831 -4.579
66 H -4.267 -1.031 5.412
67 H -1.403 -3.948 -4.399
68 H 7.751 2.345 0.605
69 H -5.598 -4.387 -0.914
70 H 0.018 -2.033 -3.890
71 H 5.009 -4.726 3.333
72 H 6.499 2.426 -0.556
73 H -8.075 -3.958 -3.185
74 H 1.214 2.015 1.857
75 H -1.826 4.047 -4.548

Forces on the atoms, in the same order (eV/Å):
-1.676 -1.303 -0.098
0.214 2.776 -0.596
0.185 -0.648 2.103
0.507 0.549 0.401
0.377 -0.593 -0.832
-0.016 -0.457 1.414
-0.210 0.395 0.248
-2.174 0.120 -1.046
0.404 -0.641 -0.427
0.575 -1.040 2.227
0.143 0.067 -0.142
-0.117 1.125 -1.736
-0.615 -0.154 -2.249
1.183 -0.819 0.650
-0.322 -0.200 -0.201
-0.016 1.353 0.165
-1.290 -0.144 2.464
-0.987 0.729 0.888
1.002 0.683 -1.473
-0.581 0.423 0.035
0.929 -1.988 -0.090
-1.385 0.967 0.549
-0.422 -0.802 0.471
-0.455 0.127 0.548
3.403 0.018 -1.386
-0.405 -0.291 0.192
0.243 1.077 -0.696
1.288 -0.336 -0.254
0.048 -0.127 0.217
-0.163 0.357 -0.123
-0.136 -0.100 -0.226
0.525 0.555 -0.276
-0.343 -0.756 -0.079
0.414 -0.283 -0.373
0.131 0.364 -0.359
-0.379 -0.034 -0.304
-0.125 0.332 0.324
0.025 -0.186 0.067
0.377 -0.019 0.159
0.035 -0.207 -0.064
-0.366 0.112 0.001
-0.012 0.114 0.082
0.100 -0.138 -0.086
-0.012 0.161 -0.663
0.094 -0.119 -0.017
-0.159 -0.007 0.442
-0.076 -0.029 0.195
-0.595 0.085 -0.598
0.192 0.330 -0.235
-0.135 -0.163 -0.184
0.191 -0.074 0.241
0.352 -0.179 0.601
0.231 -0.223 -0.160
-0.018 -0.339 -0.751
0.457 0.169 0.303
-0.009 -0.179 0.381
-0.574 -0.169 -0.276
0.143 0.013 -0.215
-0.216 0.067 0.236
-0.167 0.088 -0.474
-0.030 -0.409 -0.297
0.403 0.284 0.544
0.179 -0.106 0.137
-0.239 0.001 -0.420
-0.103 -0.121 -0.140
0.394 0.253 0.022
-0.202 -0.167 -0.244
0.297 -0.148 0.280
-0.067 -0.067 -0.023
0.197 -0.010 0.291
-0.266 -0.464 0.377
-0.322 -0.150 -0.184
0.002 0.587 0.708
0.093 0.459 -0.053
0.054 -0.346 0.085

Calculated values
SMILES string: CCOS(C)(=O)=O.CC#N.CCO.CCO.CCO.CCO.CCO.CCO
LUMO energy in hartree: 0.004
E_HOMO in eV: -9.83
Total charge: 0
Multiplicity: 1
Calculated total energy in eV: -49139.2223



Q: What is the multiplicity in the first record?
A: 1